1.
A structure of composition C39H42N2O7S at a distorted geometry, computed with ωB97M-V/def2-TZVPD.

LUMO level   -1.40 eV
Orbital gap   5.3 eV
Electronic energy   -69266.0781 eV
Multiplicity   1
HOMO   -6.73 eV

Cartesian coordinates (Å):
C  -2.013  5.316  -4.631
O  -3.105  4.371  -4.576
C  -2.822  3.114  -4.140
C  -1.547  2.651  -3.813
C  -1.419  1.669  -2.839
C  -0.096  1.471  -2.149
C  -0.145  2.106  -0.747
C  -0.110  3.636  -0.763
O  -0.931  4.397  -1.278
N  0.992  4.022  -0.054
C  1.369  5.413  0.059
C  1.835  2.940  0.444
C  3.180  2.904  -0.304
C  2.061  3.101  1.958
N  1.011  1.782  0.091
C  1.351  0.495  0.282
C  2.359  0.036  1.129
C  2.450  -1.234  1.648
C  3.610  -1.722  2.309
C  3.775  -3.116  2.587
C  5.028  -3.640  2.881
C  6.140  -2.786  2.987
C  5.971  -1.397  2.877
C  4.713  -0.865  2.619
C  -2.525  0.916  -2.438
C  -3.807  1.293  -2.847
O  -4.978  0.859  -2.308
C  -4.945  -0.154  -1.281
C  -3.950  2.333  -3.798
O  -5.197  2.757  -4.154
C  -5.861  3.701  -3.262
H  -2.477  6.258  -4.924
H  -1.530  5.414  -3.648
H  -1.275  5.004  -5.384
H  -0.659  3.162  -4.198
H  0.133  0.400  -2.072
H  0.720  1.958  -2.710
H  -1.075  1.785  -0.233
H  0.534  6.037  -0.271
H  1.616  5.638  1.103
H  2.255  5.633  -0.555
H  3.000  2.950  -1.388
H  3.789  3.762  0.007
H  3.725  1.984  -0.079
H  1.134  3.444  2.437
H  2.367  2.162  2.423
H  2.852  3.842  2.125
H  0.752  -0.208  -0.288
H  3.138  0.766  1.356
H  1.565  -2.004  1.483
H  2.899  -3.772  2.525
H  5.148  -4.718  3.015
H  7.131  -3.204  3.162
H  6.826  -0.726  2.986
H  4.571  0.217  2.603
H  -2.383  0.078  -1.745
H  -5.994  -0.342  -1.047
H  -4.466  -1.074  -1.648
H  -4.418  0.213  -0.387
H  -6.801  3.930  -3.761
H  -6.041  3.223  -2.295
H  -5.248  4.601  -3.152
C  -3.270  -1.388  4.738
C  -2.168  -2.102  5.216
C  -1.276  -2.694  4.318
C  -1.509  -2.582  2.945
S  -0.484  -3.489  1.802
C  0.441  -2.250  0.915
C  0.541  -2.663  -0.529
O  0.219  -1.882  -1.438
C  0.944  -4.077  -0.808
C  0.083  -4.884  -1.563
C  0.306  -6.256  -1.626
C  1.456  -6.800  -1.034
C  2.403  -5.960  -0.434
C  2.163  -4.588  -0.347
O  0.468  -4.244  2.585
O  -1.402  -4.135  0.893
C  -2.602  -1.853  2.458
C  -3.479  -1.247  3.361
H  -3.974  -0.941  5.438
H  -1.991  -2.211  6.286
H  -0.407  -3.252  4.667
H  -0.181  -1.359  1.033
H  -0.783  -4.424  -2.043
H  -0.426  -6.895  -2.126
H  1.618  -7.878  -1.061
H  3.327  -6.369  -0.021
H  2.891  -3.898  0.083
H  -2.761  -1.782  1.381
H  -4.328  -0.677  2.979



2.
The ion C5H7ClN3O2 with charge +1 at a distorted geometry, computed with ωB97M-V/def2-TZVPD.

LUMO level (spin up / spin down)   -5.37 / -5.83 eV
Orbital gap (spin up / spin down)   7.6 / 7.5 eV
Energy relative to the best compared isomer or geometry (same formula, charge and spin)   4.575 eV
Electronic energy   -26374.2017 eV
Net charge   +1
Multiplicity   1
HOMO (spin up / spin down)   -12.99 / -13.30 eV
Structure (SMILES)   C/C(Cl)=[NH+]/C=C\NC(=O)N=O

Cartesian coordinates (Å):
C  1.162  1.469  -0.434
C  -0.089  1.790  -0.862
C  -1.687  0.139  0.058
C  0.940  -0.904  -0.182
C  1.208  -2.091  0.723
N  1.460  0.293  0.165
N  -1.307  1.331  -0.441
N  -2.945  0.101  0.449
O  -0.865  -0.734  0.514
O  -3.850  -0.646  0.533
Cl  0.565  -1.144  -1.872
H  1.831  2.261  -0.680
H  -0.170  2.779  -1.213
H  0.779  -1.727  1.792
H  2.359  -2.280  0.777
H  0.630  -2.931  0.315
H  2.093  0.260  0.863
H  -2.115  2.031  -0.505



3.
A structure of composition C31H44BrN3OP2Pb at a distorted geometry, computed with ωB97M-V/def2-TZVPD.

LUMO level   -5.98 eV
Orbital gap   5.8 eV
Energy relative to the best compared isomer or geometry (same formula, charge and spin)   0.953 eV
Electronic energy   -133230.5086 eV
Net charge   +2
Multiplicity   1
HOMO   -11.82 eV

Cartesian coordinates (Å):
C  -3.432  1.615  -1.742
C  -2.496  0.694  -2.269
C  -1.948  0.979  -3.546
C  -2.476  2.044  -4.278
N  -3.407  2.865  -3.786
C  -3.893  2.649  -2.562
C  -2.089  -0.442  -1.529
C  -1.704  -1.445  -0.864
C  -1.848  -2.844  -0.581
C  -0.986  -3.568  0.257
C  -1.184  -4.939  0.441
C  -2.255  -5.582  -0.198
C  -3.119  -4.867  -1.040
C  -2.899  -3.507  -1.232
Pb  0.112  -0.032  -0.060
P  0.527  2.570  -0.260
H  -1.172  0.346  -3.979
H  -3.821  1.499  -0.730
H  -2.130  2.228  -5.307
H  -4.691  3.319  -2.207
H  -3.537  -2.930  -1.894
H  -0.162  -3.064  0.769
H  -3.948  -5.369  -1.534
H  -0.513  -5.510  1.083
C  1.979  3.040  0.744
C  2.722  4.271  0.248
H  2.643  2.157  0.735
H  1.670  3.180  1.792
H  3.576  4.477  0.901
H  3.115  4.132  -0.763
H  2.088  5.163  0.254
C  0.853  2.831  -2.043
C  0.461  4.203  -2.565
H  0.258  2.056  -2.560
H  1.909  2.613  -2.281
H  0.681  4.269  -3.636
H  -0.612  4.387  -2.451
H  1.011  5.010  -2.069
C  -0.983  3.434  0.276
C  -0.756  4.889  0.663
H  -1.354  2.855  1.143
H  -1.765  3.351  -0.498
H  -1.704  5.344  0.967
H  -0.066  4.979  1.506
H  -0.368  5.483  -0.170
Br  -2.545  -7.427  0.093
P  2.167  -1.318  -1.074
C  3.293  -0.048  -1.736
C  4.707  -0.565  -1.936
H  3.278  0.790  -1.013
H  2.892  0.359  -2.679
H  5.337  0.236  -2.332
H  5.154  -0.902  -0.997
H  4.740  -1.391  -2.654
C  2.949  -2.345  0.202
C  3.666  -3.558  -0.367
H  2.137  -2.651  0.888
H  3.644  -1.731  0.800
H  4.117  -4.127  0.451
H  2.980  -4.226  -0.896
H  4.472  -3.270  -1.052
C  1.403  -2.313  -2.395
C  2.350  -2.632  -3.540
H  0.536  -1.730  -2.753
H  0.982  -3.239  -1.972
H  1.824  -3.228  -4.292
H  2.711  -1.725  -4.033
H  3.214  -3.217  -3.207
N  -2.807  0.353  6.135
C  -2.663  0.449  4.778
O  -3.538  0.828  4.029
C  -1.308  0.039  4.289
C  -0.207  -0.388  5.072
C  0.973  -0.707  4.409
C  1.055  -0.608  3.021
N  -0.019  -0.236  2.280
C  -1.180  0.106  2.901
H  -3.682  0.596  6.529
H  -2.054  0.032  6.725
H  -0.276  -0.464  6.152
H  1.873  -1.040  4.931
H  1.979  -0.812  2.461
H  -1.993  0.431  2.255



4.
An isolated molecule of C4H7NO2, computed with ωB97M-V/def2-TZVPD.

LUMO level   0.78 eV
Orbital gap   10.9 eV
Energy relative to the best compared isomer or geometry (same formula, charge and spin)   0.195 eV
Electronic energy   -9847.0849 eV
Multiplicity   1
HOMO   -10.10 eV
Structure (SMILES)   C[C@H]1CNC(=O)O1

Cartesian coordinates (Å):
C  -1.276  -0.881  0.184
C  -0.396  -0.132  -0.805
C  0.046  1.234  -0.259
N  1.201  0.824  0.525
C  1.575  -0.463  0.192
O  2.364  -1.174  0.753
O  0.854  -0.834  -0.908
H  -0.832  -0.826  1.187
H  -1.341  -1.938  -0.089
H  -2.278  -0.446  0.224
H  -0.838  -0.089  -1.802
H  -0.717  1.712  0.362
H  0.334  1.926  -1.059
H  1.304  1.087  1.493